ORCA calculation (ωB97M-V/def2-TZVPD) on a cluster of 2 separate species, C22H28N4O6 in total at a distorted geometry.

Total charge: 0
HOMO energy (eV): -9.2
LUMO (eV): -0.604
Relative energy (zero: lowest compared OMol25 entry of this formula, charge and spin) (kcal per mole): 100.90
Structure (SMILES): CCNC(=O)c1ccc(C)c([N+](=O)[O-])c1.CNC(=O)[C@H](Cc1ccc(O)cc1)NC(C)=O

Geometry as XYZ:
```
60
Properties=species:S:1:pos:R:3:nbo_charge:R:1
H 4.74335 -3.59375 -1.71043 0.215
H -1.66129 -2.69074 -1.07531 0.399
H -1.68290 2.16919 3.52679 0.202
O 0.04983 6.26561 3.77650 -0.642
N 1.13640 5.19846 2.12420 -0.598
H -4.01932 -3.75065 -0.36184 0.196
O 3.75966 -5.38583 -5.09837 -0.372
H -5.40548 -3.37787 -1.41102 0.209
O -1.89094 -3.13550 -4.17573 -0.622
O 2.43175 -4.14489 -6.29500 -0.364
H 4.92665 -3.61308 -3.46824 0.232
H 1.43585 0.75850 1.17104 0.221
H 1.36128 3.09482 0.51336 0.219
H 1.92656 5.22067 1.50153 0.402
C 0.39465 3.93975 2.24233 -0.132
C 0.34228 3.24651 0.87318 -0.408
H 2.87787 7.10684 3.16329 0.233
N -2.12390 -2.73899 -1.97894 -0.624
H 0.28860 -3.96203 -5.01031 0.266
H 1.51967 8.23301 3.38950 0.244
O -2.34416 -1.77075 1.03326 -0.687
C 0.35936 0.71862 1.06031 -0.120
H -3.28567 -1.67149 1.18618 0.489
C 0.82844 -3.80237 -4.07786 -0.118
C -1.16064 2.51560 4.41967 -0.426
C -0.30753 -0.52004 1.10777 -0.298
C 0.94580 6.23165 2.94230 0.681
H 0.29123 -2.78337 -0.87470 0.208
H -1.46675 1.89898 5.26607 0.215
H -2.33785 2.77610 0.64334 0.218
C 2.17148 -3.39612 -1.69113 -0.217
H -4.15730 -4.51803 -1.96061 0.220
C 2.21335 -4.08162 -4.03005 0.065
H 4.61278 -5.12847 -2.58746 0.244
C -4.33325 -3.59526 -1.39842 -0.611
H -1.43399 3.55331 4.62453 0.215
C 2.89314 -3.85704 -2.80220 0.030
H 2.68577 -3.22264 -0.75079 0.220
C -3.55485 -2.44599 -2.02875 -0.216
H -0.62848 4.17062 2.53621 0.229
H -3.52245 0.58816 0.72219 0.212
O 2.24498 2.83032 3.30148 -0.648
H -3.75474 -1.51753 -1.48456 0.183
C -1.34754 -3.06856 -3.08061 0.659
H -3.89981 -2.29188 -3.05775 0.237
C 0.10370 -3.33808 -2.96368 -0.160
H 0.80374 1.83217 4.87298 0.408
C 1.03368 3.02836 3.31201 0.667
H 1.95950 7.69397 1.75245 0.219
H -0.16175 3.90440 0.16344 0.223
C -1.71078 -0.57014 0.98502 0.302
C -2.44834 0.62249 0.81858 -0.295
C -1.77676 1.86005 0.77040 -0.185
C 1.89491 7.39896 2.79788 -0.706
C 0.80068 -3.14260 -1.76337 -0.140
H 0.24650 -1.43387 1.25640 0.220
N 0.28462 2.41009 4.23032 -0.599
N 2.84074 -4.56700 -5.20659 0.493
C 4.38184 -4.06013 -2.63121 -0.636
C -0.37421 1.90914 0.89041 -0.070
```

***

ORCA calculation (ωB97M-V/def2-TZVPD) on a structure of composition C69H68AgNO28S2 at a distorted geometry.

Total charge: -1
⟨S²⟩: 0.755
HOMO energy (spin up / spin down) (eV): -7.1 / -7.1
Multiplicity: 2
LUMO (spin up / spin down) (eV): 0.244 / -0.163

Geometry as XYZ:
```
169
Properties=species:S:1:pos:R:3:lowdin_charge:R:1
H 2.48152 -3.41666 2.86159 0.093
C -3.51331 -1.58563 6.99833 0.002
C -3.00305 2.14571 -2.38870 -0.047
O 2.64320 2.50092 2.44659 0.088
H -0.10032 -2.76428 0.80015 0.102
H 7.19314 -3.69955 -7.33908 0.085
C 2.86790 -3.23678 5.01528 -0.377
H -2.50401 -1.56986 1.35513 0.089
O -6.87924 -3.09979 -1.30927 0.124
C -2.24841 -3.15907 -5.00644 0.015
H -6.32365 -5.48791 -1.15378 0.113
O -0.58106 -5.11601 1.83742 0.143
O 0.72125 -0.33428 -0.88639 -0.361
O 5.93911 5.67786 -0.02177 0.110
O 5.35317 -2.31181 -5.00636 0.004
H -1.45290 -1.28935 7.23387 0.113
C -4.19014 -5.30346 -1.28458 0.030
C -4.89278 5.14836 -0.67943 -0.198
C 5.31470 -2.13913 2.01343 0.022
O 5.35676 -4.47292 -5.60445 0.092
C -6.36774 5.54440 -0.79817 -0.094
H -1.21112 -0.33352 -3.03980 0.097
C 4.90648 -1.50285 0.89364 0.058
O -0.99536 0.08854 5.12508 0.115
H 4.49578 -1.93654 0.00133 0.075
C -5.76102 -3.46025 -1.16959 -0.420
C 4.05670 4.36862 -0.20573 0.037
H 6.57284 -2.04342 -7.30359 0.067
C -4.40839 -0.41032 4.87377 0.031
H -3.19034 2.58554 -3.36650 0.136
H -4.20855 5.91160 -0.99651 0.091
S -0.34278 0.08338 0.05584 0.308
O -2.26638 4.69042 1.76554 -0.369
H 6.03725 0.66381 4.11306 0.117
C -3.32948 2.45634 -0.04142 -0.116
H -7.01471 4.68611 -0.50946 0.088
C 2.43537 -5.84021 0.36938 0.025
C 0.10561 6.14331 -2.14970 -0.103
C 3.45476 2.88601 -4.79426 0.029
H 3.35748 -2.79355 -4.53247 0.118
N -3.32171 3.24597 -1.32966 -0.209
C 3.80949 2.14112 -3.51127 -0.429
C -3.43726 -2.80407 -1.20598 0.019
H -4.65710 0.70568 -2.48893 0.107
C -4.09182 1.15658 -0.41444 -0.109
O 4.34354 0.64183 0.11048 0.127
H 2.64800 -0.35501 6.78608 0.111
C 3.11212 3.64550 0.43947 0.053
H 4.32566 3.06654 -5.39798 0.108
O 4.91921 1.97771 -3.20160 0.144
C -0.10224 -2.10628 -3.36620 0.070
O 4.01327 -4.23781 -0.30566 0.050
H -0.54318 -1.81259 2.76841 0.073
H -3.64141 0.37031 0.20862 0.099
C -3.75915 0.90222 -1.91724 -0.133
H 0.23858 5.60153 -1.23316 0.068
H -3.07401 -3.43235 -5.65634 0.115
C -5.42627 -4.90977 -1.08468 0.019
H 3.39199 -1.68852 -2.30935 0.071
H 4.16188 -0.64020 -3.44946 0.057
S -1.88945 3.93596 2.99137 0.384
O -1.46456 -0.80234 -0.13457 -0.369
H 0.97897 -6.89847 1.55477 0.116
O -2.46244 4.38822 4.20805 -0.287
C -1.51739 -3.22630 4.19345 -0.401
C 4.33008 -2.69219 -4.01032 -0.179
H -1.23092 3.53215 -1.28707 0.115
C 4.33969 4.03270 2.63695 0.010
C 5.70712 -1.35533 3.25293 -0.362
C -1.34147 6.33867 -2.50257 -0.236
C 2.69088 1.68009 -2.65478 0.012
O 0.21073 -0.12794 1.53671 -0.485
C 2.47692 -2.69113 3.64048 0.016
O 6.11193 -1.92708 4.23682 0.087
C -3.07641 -4.28917 -1.22326 -0.370
H -5.31217 -0.19457 4.32422 0.120
C 2.82059 -4.45724 -0.03714 -0.326
H -3.70852 3.10922 0.75974 0.109
H -5.09284 -1.44058 -1.24529 0.125
C 5.12220 5.01802 0.55457 -0.411
H -2.58075 -2.12678 -1.15042 0.085
C 5.74583 -3.33834 -5.73938 -0.568
Ag -0.07088 1.87733 2.37350 1.073
H -2.29319 2.28576 0.20520 0.061
H 5.16165 -1.57963 -2.38779 0.087
H -4.62891 4.15966 -2.62257 0.123
H 5.17431 -3.20074 2.10288 0.107
C -3.85718 -2.78167 2.61792 -0.398
C 2.22664 3.32268 -5.05558 0.021
O -5.65087 -1.85048 6.25999 0.092
H -3.88135 -6.32616 -1.45244 0.117
O -0.54002 -3.23394 4.87109 0.119
C -4.59545 3.88892 -1.56202 -0.149
H 0.66818 5.55561 -2.89986 0.072
H -3.10073 0.03798 -2.04531 0.069
C 1.43652 2.06258 -2.88435 0.044
H -2.17399 4.76284 -0.43826 0.107
C 1.89951 -1.51805 3.50783 0.019
H 1.36993 -1.11283 2.63150 0.081
H 2.28060 3.18767 -0.09149 0.115
H 0.62869 7.07342 -2.06174 0.066
C -4.60061 -1.29409 6.09952 -0.424
C 5.71686 0.17658 3.19813 0.039
H 2.04881 -2.40866 -0.38429 0.088
C 3.22548 3.37948 1.89600 -0.407
C 1.98717 -0.60108 4.69915 -0.358
C -2.76888 -4.00662 4.48464 0.069
H -4.86613 -4.16948 3.97422 0.121
O -4.77466 -2.62899 1.87330 0.115
C 2.60364 -1.09307 6.01078 0.040
H 1.86547 4.10251 -5.73947 0.124
H 6.16467 5.15173 2.47059 0.118
C -2.11006 5.01044 -2.62068 -0.184
H 3.24189 -6.54544 0.26807 0.115
C 0.62770 -3.56161 0.64075 0.036
O 0.99582 -3.97047 -4.38866 0.115
H -3.17838 0.91709 3.79033 0.081
C -0.02576 -3.41295 -4.14289 -0.397
H -3.13416 5.29295 -2.87197 0.098
C 5.39967 0.82381 2.08459 0.016
H 4.39696 3.72595 3.69299 0.137
H -4.58237 4.97171 0.38322 0.117
C -1.19501 -3.93332 -4.86503 -0.005
C 4.84523 0.03035 0.97283 -0.384
C -4.68412 -2.46426 -1.24058 -0.005
C 3.10702 -2.30218 6.11239 -0.007
O -2.26409 2.45931 2.72626 -0.416
O 2.90969 -4.41030 5.30192 0.097
O 0.04578 3.27725 -4.36101 0.097
H 0.62455 1.81456 -2.23855 0.076
H 2.91575 1.21073 -1.69955 0.098
C -2.32326 -1.06462 6.65712 0.049
H -1.93678 2.07205 -2.24006 0.097
H 3.54000 -2.71329 6.98516 0.111
H -1.08393 -4.92067 -5.32678 0.131
O -3.36460 -1.11885 -4.49091 0.088
C 1.13187 2.91883 -4.09003 -0.402
C -2.10024 4.18888 -1.35659 -0.090
H 5.37557 1.91603 1.98032 0.102
C -3.91551 -3.67002 3.78691 0.034
O -1.95539 -4.62330 -1.30069 0.127
H -3.68088 -2.28533 7.80440 0.123
H -5.37814 3.11464 -1.43551 0.140
O -0.67154 1.48862 -0.07914 -0.399
H -1.76569 6.91094 -1.68249 0.105
H 4.01347 4.53949 -1.26629 0.116
H -2.74976 -4.74621 5.25014 0.107
C -1.45029 -2.31825 3.02530 -0.015
C -2.52329 -2.15160 2.28564 0.030
H 4.58649 -3.68626 -3.63426 0.122
C 1.80159 -3.34897 0.06879 0.030
C -1.22214 -1.31903 -3.49191 0.033
H -5.16233 1.27075 -0.12551 0.120
O 1.79252 0.57384 4.57914 0.075
O -0.29239 3.78135 3.05536 -0.438
H -6.55264 6.45012 -0.22093 0.072
C 5.28251 4.74366 2.00849 0.026
C -3.26902 0.22049 4.58607 0.042
C -2.11510 -0.18489 5.43311 -0.362
C 6.81260 -2.89196 -6.71319 0.015
C 4.24879 -1.61047 -2.98395 -0.054
C 1.28820 -6.04899 0.99771 0.037
H -6.56216 5.81470 -1.83529 0.069
H 7.64377 -2.54455 -6.08766 0.091
C -2.39856 -1.81614 -4.30581 -0.371
H -1.69014 4.50143 -3.46975 0.086
C 0.38372 -4.90268 1.21109 -0.421
H 0.83888 -1.84745 -2.88918 0.097
H -1.44347 6.94510 -3.40268 0.110
```

***

ORCA calculation (ωB97M-V/def2-TZVPD) on an isolated molecule of C4H9NO3 at a distorted geometry.

Total charge: 0
HOMO energy (eV): -9.3
LUMO (eV): 0.590
Relative energy (zero: lowest compared OMol25 entry of this formula, charge and spin) (kcal per mole): 78.47
Structure (SMILES): C=C(O)NC(C)(O)O

Geometry as XYZ:
```
17
Properties=species:S:1:pos:R:3:nbo_charge:R:1
H -1.03921 -2.00002 -1.05088 0.211
H 1.82999 2.19497 0.53540 0.201
H 0.37819 0.12593 -2.03753 0.484
O -2.49309 0.53056 0.60750 -0.693
H -0.30347 1.18189 1.04621 0.397
C 2.09177 1.16161 0.73352 -0.645
N -0.07380 0.23933 0.76081 -0.654
C 0.91654 0.13923 -0.19455 0.673
H 2.14031 0.90223 1.78393 0.209
O 0.71857 0.75967 -1.39046 -0.720
H -3.37044 0.13730 0.48850 0.487
C -1.52829 -0.32105 0.15940 0.487
H 3.02282 0.89373 0.24573 0.210
O 1.45621 -1.10329 -0.33246 -0.714
C -1.79704 -1.35832 -0.63520 -0.631
H 0.86404 -1.76971 0.03997 0.487
H -2.81311 -1.71406 -0.75988 0.213
```

***

ORCA calculation (ωB97M-V/def2-TZVPD) on an isolated molecule of C4H6O2.

Total charge: 0
HOMO energy (eV): -9.9
LUMO (eV): 0.750
Relative energy (zero: lowest compared OMol25 entry of this formula, charge and spin) (kcal per mole): 18.19
Structure (SMILES): CC(=O)CC=O

Geometry as XYZ:
```
12
Properties=species:S:1:pos:R:3:nbo_charge:R:1
H 1.23271 -0.91549 0.59239 0.248
H 0.20007 -2.01955 -0.34025 0.244
C 0.42746 -0.96606 -0.15417 -0.625
C -0.82265 -0.25684 0.36391 0.610
H -1.50215 1.31565 1.64159 0.237
H -0.51540 1.84125 0.24824 0.265
O 0.88756 0.87520 -1.63718 -0.517
C 0.94841 -0.31098 -1.41946 0.452
H 1.40437 -0.99779 -2.16062 0.120
O -1.91403 -0.75326 0.19968 -0.527
H 0.28241 1.10559 1.63564 0.220
C -0.62875 1.08229 1.03023 -0.728
```

***

ORCA calculation (ωB97M-V/def2-TZVPD) on a cluster of 2 separate species, C7H12O3 in total at a distorted geometry.

Total charge: 0
HOMO energy (eV): -8.7
LUMO (eV): 0.394
Relative energy (zero: lowest compared OMol25 entry of this formula, charge and spin) (kcal per mole): 102.80
Structure (SMILES): O=CCC1(O)CC=CC1.O

Geometry as XYZ:
```
22
Properties=species:S:1:pos:R:3:nbo_charge:R:1
C -3.66411 0.91877 -1.01797 -0.200
H -1.53359 -0.11552 3.33118 0.177
H -0.48674 -3.78069 1.02966 0.456
H -0.69648 1.35106 1.85148 0.190
C -3.70274 -0.34136 -0.57343 -0.181
H -4.02091 -1.18521 -1.18768 0.222
H -4.18356 2.56996 0.27759 0.217
C -3.23914 -0.52663 0.84466 -0.501
H -4.07940 1.91653 2.56125 0.485
O -3.14086 1.70434 2.48006 -0.681
H -2.67272 -1.46106 0.96047 0.256
H -4.08613 -0.75944 1.51269 0.224
H -1.03854 0.42771 0.22071 0.280
O -0.14751 -3.02674 0.54089 -0.976
H -4.02649 1.22959 -1.99870 0.218
H -2.50099 2.62165 -0.28730 0.225
H -0.24873 -2.25475 1.15946 0.491
C -2.87603 1.16971 1.26232 0.312
C -3.31085 1.94292 0.02751 -0.477
C -0.90806 -0.09232 2.41168 0.323
C -1.52004 0.55001 1.19965 -0.403
O -0.02844 -0.98598 2.26426 -0.658
```

***

ORCA calculation (ωB97M-V/def2-TZVPD) on a structure of composition C40H40ClN4O8SScSi.

Total charge: 0
HOMO energy (eV): -6.3
LUMO (eV): -0.219
Relative energy (zero: lowest compared OMol25 entry of this formula, charge and spin) (kcal per mole): 81.60

Geometry as XYZ:
```
96
Properties=species:S:1:pos:R:3:lowdin_charge:R:1
C 1.87804 -2.96791 -0.92820 -0.049
H -2.22281 -3.79488 -0.45230 0.102
H 1.89795 0.08035 3.72626 0.061
N 1.87759 -0.41464 0.18434 0.008
C -0.22804 -3.39417 2.81968 -0.091
C -5.43270 0.63007 3.49483 -0.090
C 4.88148 -0.00711 -3.35837 -0.016
H -0.45780 -2.28470 5.51630 0.068
N 0.59656 0.32444 -1.62052 -0.184
C 1.60694 -1.85673 -1.89996 -0.192
C 2.72967 1.01339 -3.26344 -0.275
Cl -3.61601 2.02694 -4.79398 0.838
H -5.71537 -1.33454 4.31322 0.100
C 0.31715 -2.02583 -4.12270 -0.044
O -0.71295 2.99607 0.47074 -0.115
H 6.38578 -0.05934 -6.10738 0.090
H 2.37986 -1.80346 -2.68825 0.127
C -5.00689 -0.63016 3.89428 -0.088
C 2.44086 -1.40888 0.86568 -0.166
C 1.47653 -0.52086 4.53716 -0.084
Sc 0.52483 1.42681 0.48999 1.045
H 0.98329 -2.80083 -4.48737 0.119
H -3.35801 -1.98582 4.04430 0.106
H 0.02721 1.87918 4.36615 0.065
C -3.19153 1.16171 2.81054 -0.081
H -0.37306 -2.69581 -2.24229 0.146
N -2.11390 1.19962 -2.69466 -0.030
C 4.74619 -0.18174 -4.73462 -0.254
C 1.53885 -0.61402 -1.07324 -0.358
H -2.48544 1.86508 2.37975 0.093
H 6.55437 -1.33745 -4.90213 0.078
C -3.67437 -0.98949 3.74761 -0.095
H 2.28847 4.26157 2.98634 0.094
H 1.65485 1.19202 -5.10800 0.117
C -2.90067 2.16026 -3.26428 -0.563
H -2.12763 -1.60930 0.67596 0.103
C -0.39105 -1.28573 -4.97514 -0.076
H -0.09663 -1.03952 6.71699 0.086
Si -0.92784 -0.53973 3.01190 0.527
H 5.43504 -1.53260 -6.25810 0.083
C -0.28945 -4.63211 2.19238 -0.088
O -4.95639 4.31695 -3.17035 0.108
H -1.05461 -5.74812 0.52647 0.102
H 2.73504 -1.22669 1.88670 0.081
C 2.56821 0.85557 -4.63283 -0.042
C -1.00252 -4.78171 1.01318 -0.091
C -0.48019 -0.54123 -2.21768 -0.138
H 0.26779 1.36368 6.04303 0.088
H 1.69605 -3.98929 -1.24644 0.102
H -4.85016 2.50871 2.62982 0.104
C -0.87406 -2.27914 2.28872 -0.201
C 3.58248 0.26439 -5.36211 -0.024
H 0.21871 -5.48349 2.62998 0.103
C 0.21215 -1.86311 -2.64297 -0.158
H -1.11332 -0.75207 -1.35761 0.143
C -1.30608 -0.23880 -4.52751 -0.015
C -3.91578 4.38676 -2.57887 -0.489
C 1.71513 3.96232 2.11195 -0.060
C -0.59692 -1.22781 5.76058 -0.084
C -4.52352 1.52645 2.94976 -0.078
C -2.74277 -0.09977 3.20850 -0.221
S 1.37525 1.62885 -2.33980 0.744
H 0.33653 -3.31040 3.74301 0.085
H -1.66666 -1.05473 5.90653 0.076
O -0.30951 0.50779 1.93299 -0.337
O 1.89225 2.25016 -1.12118 -0.320
C -2.26200 2.78190 -1.26178 -0.115
O -2.22247 4.63279 0.21646 0.091
H 3.98538 0.73317 -1.54365 0.122
C -1.65326 -3.68530 0.46369 -0.090
C -1.73895 3.55871 -0.08102 -0.515
H 5.78135 -0.34980 -2.86258 0.120
H -1.92580 0.24080 -5.26617 0.060
C 5.84157 -0.81850 -5.54133 -0.042
H 2.19547 4.34188 1.21516 0.096
H 1.72649 -1.56357 4.32626 0.073
C 2.35740 -2.71772 0.31119 -0.099
H 1.98860 -0.23786 5.46358 0.087
C -0.03350 -0.30167 4.67681 -0.595
O -3.46050 5.55111 -2.11112 0.136
N -1.74686 1.59664 -1.45815 0.129
C -1.58794 -2.45439 1.09866 -0.096
C -1.33823 0.13541 -3.24655 -0.135
H -0.31365 -1.45087 -6.04267 0.106
H -2.75881 5.41977 -1.45529 0.081
H -1.34388 1.32700 5.31107 0.085
C -3.05708 3.18383 -2.35851 -0.047
H -6.47322 0.91063 3.60331 0.100
O 1.72110 2.52106 2.00147 -0.174
H 2.59367 -3.55356 0.95887 0.100
O 0.50342 2.39840 -3.16663 -0.226
H 1.34884 2.13530 2.80558 0.063
H 0.69709 4.33907 2.16305 0.089
H 3.46922 0.13802 -6.43254 0.121
C 3.88279 0.59476 -2.61222 -0.040
C -0.28267 1.14759 5.12174 -0.082
```

***

Record order is preserved below.
E: -1525.56159 -5774.65814 -438.20401 -306.47730 -499.48269 -4278.00753 a.u.